Entry w
Formula: C3H6INOS
Source: OMol25
Level of theory: ωB97M-V/def2-TZVPD

Last column: Mulliken charge in e.
Element x y z (Å)
C  0.4893  -1.8554  0.3132  -0.983
C  0.6997  -0.4636  -0.3144  0.812
O  1.4874  -0.1359  -1.2210  -0.607
N  -0.0100  0.5404  0.3662  -0.107
C  0.1220  1.9063  -0.2361  -0.734
S  -1.3466  0.1970  1.3253  -0.120
I  -3.1017  -0.0619  -0.2718  0.025
H  0.2409  -1.7933  1.3320  0.377
H  1.4952  -2.4065  0.2919  0.299
H  -0.2775  -2.4290  -0.4652  0.226
H  -0.8853  2.0118  -0.8363  0.223
H  0.1097  2.6537  0.6435  0.237
H  0.9770  1.8364  -0.9273  0.351

Results
SMILES   CC(=O)N(C)SI
Net charge   0


Entry x
Formula: C3H6INOS
Source: OMol25
Level of theory: ωB97M-V/def2-TZVPD

Last column: Mulliken charge in e.
Element x y z (Å)
C  2.0866  0.5951  0.0365  0.534
C  0.3890  -1.1651  -0.0421  -0.705
C  -0.2059  1.1859  -0.1380  -0.906
N  0.8628  0.1675  -0.0732  0.058
O  2.7248  1.5819  0.1051  -0.343
S  3.6935  -1.6550  0.1467  -0.403
I  5.4626  -0.1170  -0.0388  0.029
H  -0.5800  -1.3633  0.5187  0.294
H  0.0570  -1.4934  -1.0149  0.285
H  1.2204  -1.6689  0.4128  0.198
H  -0.5576  1.0448  -1.2220  0.347
H  -0.7644  1.0388  0.8446  0.369
H  0.2119  2.3263  -0.0264  0.242

Results
Net charge   0


Result of the stability comparison: entry w is the most stable of them.


Entry w
Formula: C4H5FO3
Source: OMol25
Level of theory: ωB97M-V/def2-TZVPD

Last column: Mulliken charge in e.
Element x y z (Å)
O  1.7166  1.6841  -0.1857  -0.484
C  1.5168  0.8889  -1.0779  0.200
O  0.3986  0.1042  -1.1038  -0.306
C  -0.5294  0.0084  -0.1216  0.523
C  -1.7436  0.3341  -0.5677  -0.157
F  -2.8939  0.0196  0.1136  -0.244
C  0.0861  -0.4435  1.2133  -0.452
O  0.8431  -1.7249  0.9945  -0.549
H  2.1028  0.9578  -2.1022  0.312
H  -1.9670  0.9969  -1.4961  0.276
H  1.0894  0.2647  1.3588  0.294
H  -0.8071  -0.4094  1.9317  0.252
H  0.1876  -2.6809  1.0430  0.335

Results
SMILES   O=CO/C(=C/F)CO
Net charge   0


Entry x
Formula: C4H5FO3
Source: OMol25
Level of theory: ωB97M-V/def2-TZVPD

Last column: Mulliken charge in e.
Element x y z (Å)
O  -2.4845  0.1603  0.3061  -0.523
C  -1.6464  1.2244  0.1101  0.173
O  -0.3339  1.1753  0.4490  -0.264
C  -0.0578  -0.3196  0.3187  0.153
C  1.2297  -0.4720  1.1002  -0.020
O  1.4944  -1.3135  1.9481  -0.481
C  0.5932  -0.4913  -1.0633  -0.225
F  0.9279  -1.8005  -1.1970  -0.273
H  -1.8461  2.3814  -0.4335  0.271
H  -0.7847  -1.0910  0.7371  0.384
H  1.5970  0.5993  0.8984  0.266
H  1.4853  0.0014  -1.1898  0.327
H  -0.1743  -0.0541  -1.9841  0.211

Results
SMILES   O=CO[C@H](C=O)CF
Net charge   0


Result of the stability comparison: entry w is the most stable of them.


Entry w
Formula: C2H2ClFO2
Source: OMol25
Level of theory: ωB97M-V/def2-TZVPD

Last column: Mulliken charge in e.
Element x y z (Å)
C  0.7759  -0.3792  0.4573  0.571
C  -0.3223  0.5632  0.6828  0.096
O  0.9809  -1.3495  1.1540  -0.432
O  -1.2460  -0.7400  -1.1695  -0.601
F  -0.3002  1.6979  0.0515  -0.131
Cl  1.9242  0.2252  -0.7966  -0.151
H  -1.1055  0.2653  1.5066  0.342
H  -0.7070  -0.2828  -1.8860  0.307

Results
Net charge   0


Entry x
Formula: C2H2ClFO2
Source: OMol25
Level of theory: ωB97M-V/def2-TZVPD

Last column: Mulliken charge in e.
Element x y z (Å)
C  2.1498  0.5576  -0.0129  0.365
C  0.1719  -0.2182  0.0809  0.103
O  2.2636  1.7018  -0.1676  -0.370
O  -0.6229  0.6867  -0.1942  -0.407
F  0.2493  -0.4872  1.4503  -0.273
Cl  3.3387  -0.6726  0.1559  -0.145
H  0.2534  -1.2927  -0.2474  0.328
H  -0.5585  1.4569  0.4339  0.399

Results
Net charge   0


Result of the stability comparison: entry x is the most stable of them.


Entry w
Formula: C3H9NO2S2
Source: OMol25
Level of theory: ωB97M-V/def2-TZVPD

Last column: Mulliken charge in e.
Element x y z (Å)
C  -1.1724  -0.7312  0.3810  -1.175
C  0.1540  0.0768  0.5504  0.260
N  0.0170  1.4524  -0.1584  -0.743
C  1.1917  -0.6512  -0.2977  -1.233
S  2.8352  0.0508  0.1484  0.900
O  2.7380  0.1865  1.5694  -0.606
O  2.5840  1.5090  -0.3679  -0.523
S  4.5492  -0.5553  -0.5120  -0.369
H  -1.6224  -0.9579  1.4263  0.267
H  -1.0810  -1.7260  -0.2340  0.310
H  -1.9930  -0.1189  -0.0471  0.342
H  0.7115  0.1202  1.4716  0.655
H  -0.7437  1.4897  -0.8861  0.261
H  -0.3791  2.1933  0.5772  0.269
H  1.0658  -1.7420  -0.1390  0.424
H  1.0224  -0.4276  -1.3225  0.449
H  1.5975  1.7161  -0.4256  0.514

Results
SMILES   C[C@H](N)C[S@](=O)(O)=S
Net charge   0


Entry x
Formula: C3H9NO2S2
Source: OMol25
Level of theory: ωB97M-V/def2-TZVPD

Last column: Mulliken charge in e.
Element x y z (Å)
N  -0.8381  -0.8364  0.3469  -0.540
C  0.0507  0.2332  -0.0343  0.272
C  1.3608  -0.2943  -0.5551  -0.111
O  1.6151  -1.4655  -0.6538  -0.482
C  0.4429  1.1131  1.1855  -0.991
S  -1.0083  1.5865  2.1618  -0.044
S  -1.1152  3.5868  1.9570  -0.218
H  -1.6990  -0.8444  -0.1729  0.208
H  -0.4046  -1.7428  0.2374  0.248
H  -0.4646  0.8949  -0.7256  0.334
H  2.1558  0.4305  -0.7618  0.378
H  1.0005  1.9784  0.8275  0.444
H  1.0778  0.5233  1.8572  0.360
H  -1.9418  3.6893  0.9079  0.144
O  -0.3715  -3.2159  -2.1416  -0.638
H  0.4903  -3.1821  -1.7070  0.333
H  -0.3508  -2.4545  -2.7291  0.304

Results
SMILES   N[C@H](C=O)CSS.O
Net charge   0


Entry y
Formula: C3H9NO2S2
Source: OMol25
Level of theory: ωB97M-V/def2-TZVPD

Last column: Mulliken charge in e.
Element x y z (Å)
N  -0.1101  -1.1492  -1.7492  -0.463
C  0.0134  0.2132  -1.2987  -0.072
C  -1.1997  0.6801  -0.5238  0.058
O  -1.9931  -0.2136  -0.0576  -0.771
C  0.2477  0.6113  0.1858  -0.863
S  2.9643  0.1980  -0.3464  -0.070
S  2.9206  -1.1957  1.1232  -0.125
H  0.7904  -1.5828  -1.6329  0.249
H  -0.9895  -1.4807  -1.3604  0.304
H  0.5445  0.7911  -2.0380  0.411
H  -1.5384  1.7019  -0.7238  0.333
H  0.9201  1.4446  0.3346  0.464
H  0.3909  -0.2231  0.8575  0.362
H  3.0159  -2.2984  0.4017  0.178
H  -2.0340  0.4197  1.5715  0.375
H  -2.2131  0.9972  3.0349  0.279
O  -1.7300  1.0861  2.2214  -0.650

Results
Net charge   0


Result of the stability comparison: entry x is the most stable of them.


Entry w
Formula: C3H7N2P
Source: OMol25
Level of theory: ωB97M-V/def2-TZVPD

Last column: Mulliken charge in e.
Element x y z (Å)
P  0.4222  -2.5243  0.4978  -0.107
N  0.4198  -0.7567  0.0345  0.320
C  -0.3967  0.3553  0.6528  -0.541
C  -0.0782  1.4012  -0.3927  -0.445
C  0.1102  0.6208  -1.6293  -0.281
N  0.4783  -0.5780  -1.2204  -0.658
H  0.5270  -2.4697  1.9899  0.056
H  1.7930  -2.4626  0.3816  0.083
H  0.0632  0.3858  1.5866  0.359
H  -1.4939  0.2258  0.7502  0.234
H  0.8763  1.8683  -0.1564  0.193
H  -0.8207  2.1515  -0.5744  0.335
H  0.0522  0.9164  -2.6431  0.454

Results
SMILES   PN1CCC=N1
Net charge   0


Entry x
Formula: C3H7N2P
Source: OMol25
Level of theory: ωB97M-V/def2-TZVPD

Last column: Mulliken charge in e.
Element x y z (Å)
H  1.0715  -0.6963  -2.2612  0.259
N  0.9996  -1.2881  -1.4350  -0.681
C  0.9214  -0.5643  -0.4074  0.570
C  0.8135  -1.2176  0.9379  -0.990
P  0.9615  1.2614  -0.5703  -0.055
C  -1.0400  1.4015  -0.0497  -0.208
N  -1.8087  1.5820  -1.0042  -0.533
H  -2.7997  1.4747  -0.7843  0.252
H  1.2013  -0.5774  1.7703  0.313
H  -0.2536  -1.3891  1.1465  0.254
H  1.3267  -2.2228  0.8679  0.314
H  0.5514  0.9746  -1.8750  0.020
H  -1.3583  1.5424  0.9234  0.484

Results
SMILES   [H]/N=C(/C)P/C=N/[H]
Net charge   0


Result of the stability comparison: entry x is the most stable of them.


Entry w
Formula: C2H5NO2S
Source: OMol25
Level of theory: ωB97M-V/def2-TZVPD

Last column: Mulliken charge in e.
Element x y z (Å)
C  -0.4109  1.8853  0.0343  0.584
C  -0.3228  -1.4829  0.4075  -0.764
N  0.3911  1.8852  0.9545  -0.560
O  1.4928  0.1026  -0.6156  -0.565
O  -1.2945  1.9932  -0.6711  -0.383
S  0.7912  -1.0882  -1.0773  0.299
H  -0.3695  -0.4755  -1.8362  0.138
H  -1.2020  -1.9205  -0.0245  0.355
H  0.2653  -2.0056  1.1509  0.313
H  -0.6983  -0.4539  0.8246  0.207
H  1.3576  1.5602  0.8529  0.375

Results
Net charge   0


Entry x
Formula: C2H5NO2S
Source: OMol25
Level of theory: ωB97M-V/def2-TZVPD

Last column: Mulliken charge in e.
Element x y z (Å)
C  2.4483  0.4538  -0.2334  -0.200
C  1.7464  0.3820  -1.1844  -0.526
N  -0.3927  -1.2123  0.1209  -0.502
O  -1.9560  0.4314  1.4926  -0.552
O  -1.8971  0.6482  -0.9275  -0.594
S  -0.8985  0.4638  0.1266  0.736
H  3.0770  0.7234  0.5801  0.346
H  -2.8508  0.6982  1.1746  0.342
H  1.2254  0.4371  -2.1093  0.402
H  -1.1375  -1.7544  0.5767  0.278
H  0.6356  -1.2713  0.3831  0.269

Results
Net charge   0


Result of the stability comparison: entry w is the most stable of them.